Entry 1:
Computed, not measured: C50H39MgN4O6 as an isolated structure, with ωB97M-V with the def2-TZVPD basis set.

Computed properties:
- E_tot: -76177.582 eV
- HOMO energy: -3.69 eV
- Net charge: -1
- Spin multiplicity: 1
- Orbital gap: 5.5357 eV

Each line ends with the Löwdin charge.
Atoms and positions in Å:
Mg (0.6117, 1.1967, -0.1242)  0.668
C (4.6460, -2.5970, -8.2693)  -0.103
O (5.0683, -1.6049, -7.3599)  -0.094
C (4.2744, -1.3869, -6.2659)  -0.289
C (4.7239, -0.4161, -5.3740)  -0.002
C (3.9875, -0.1257, -4.2432)  -0.017
C (2.7851, -0.7831, -3.9632)  -0.208
C (2.3637, -1.7544, -4.8587)  -0.030
C (3.0897, -2.0621, -6.0102)  -0.022
C (2.0103, -0.4385, -2.7381)  -0.064
C (0.7373, 0.0481, -2.8805)  -0.225
C (0.0288, 0.2928, -4.1412)  0.006
C (-1.2044, 0.7205, -3.8251)  0.016
C (-1.2768, 0.7825, -2.3595)  -0.227
N (-0.0952, 0.3904, -1.8422)  0.065
C (-2.3991, 1.1468, -1.6237)  -0.091
C (-2.4698, 1.2040, -0.2086)  -0.218
C (-3.7446, 1.3364, 0.5035)  0.005
C (-3.4813, 1.2389, 1.8146)  -0.002
C (-2.0312, 1.1554, 1.9494)  -0.207
C (-1.3029, 1.0913, 3.1005)  -0.052
C (-1.9043, 0.8828, 4.4415)  -0.166
C (-2.8738, 1.7282, 4.9620)  -0.037
C (-3.4198, 1.5277, 6.2300)  -0.027
C (-2.9778, 0.4616, 6.9986)  -0.290
O (-3.4388, 0.1776, 8.2582)  -0.095
C (-4.5064, 0.9620, 8.7410)  -0.106
C (-1.9847, -0.3807, 6.5060)  -0.004
C (-1.4493, -0.1669, 5.2519)  -0.007
C (0.1454, 1.1245, 2.9411)  -0.269
N (0.9271, 0.0816, 3.2156)  0.174
C (2.0725, 0.3045, 2.4872)  -0.275
C (2.8501, -0.7865, 2.0397)  -0.051
C (3.2333, -1.8596, 2.9741)  -0.164
C (3.5560, -1.5468, 4.2992)  -0.009
C (3.9030, -2.5268, 5.2049)  -0.002
C (3.9266, -3.8608, 4.8045)  -0.286
O (4.2977, -4.7658, 5.7590)  -0.091
C (4.1252, -6.1346, 5.4549)  -0.098
C (3.5916, -4.2019, 3.5002)  -0.017
C (3.2413, -3.1984, 2.6014)  -0.015
C (3.0742, -0.9026, 0.6646)  -0.232
C (4.0688, -1.6813, -0.0110)  -0.031
C (3.8366, -1.5313, -1.3442)  -0.015
C (2.6686, -0.6938, -1.4757)  -0.222
N (2.2374, -0.3072, -0.2685)  0.106
C (2.0477, 1.5887, 1.8632)  -0.075
C (0.8131, 2.1192, 2.1555)  -0.073
N (-1.4619, 1.1005, 0.6654)  0.102
C (-3.6134, 1.5384, -2.4054)  -0.227
C (-4.6245, 0.6403, -2.7100)  -0.028
C (-5.7391, 1.0142, -3.4602)  -0.024
C (-5.8420, 2.3210, -3.9169)  -0.291
O (-6.8819, 2.7831, -4.6823)  -0.096
C (-8.0177, 1.9524, -4.7919)  -0.104
C (-4.8422, 3.2409, -3.6216)  -0.003
C (-3.7465, 2.8491, -2.8735)  -0.007
H (5.3975, -2.6343, -9.0537)  0.087
H (3.6762, -2.3489, -8.7098)  0.091
H (4.5770, -3.5772, -7.7886)  0.091
H (5.6489, 0.1029, -5.5898)  0.115
H (4.3348, 0.6368, -3.5557)  0.128
H (1.4467, -2.2928, -4.6507)  0.122
H (2.7224, -2.8278, -6.6783)  0.096
H (0.4364, 0.1492, -5.1290)  0.104
H (-2.0020, 0.9879, -4.5006)  0.106
H (-4.7127, 1.4377, 0.0360)  0.104
H (-4.1916, 1.2455, 2.6246)  0.099
H (-3.1925, 2.5857, 4.3832)  0.115
H (-4.1633, 2.2188, 6.5998)  0.095
H (-4.7850, 0.5429, 9.7047)  0.086
H (-5.3664, 0.9234, 8.0667)  0.092
H (-4.2088, 2.0058, 8.8787)  0.090
H (-1.6406, -1.1992, 7.1257)  0.115
H (-0.6647, -0.8098, 4.8744)  0.105
H (3.5271, -0.5094, 4.6081)  0.118
H (4.1556, -2.2842, 6.2289)  0.115
H (4.3141, -6.6791, 6.3765)  0.087
H (4.8335, -6.4686, 4.6912)  0.091
H (3.1081, -6.3371, 5.1114)  0.093
H (3.5848, -5.2324, 3.1757)  0.098
H (2.9451, -3.4648, 1.5950)  0.117
H (4.8612, -2.2360, 0.4674)  0.105
H (4.3880, -1.9742, -2.1593)  0.102
H (2.8558, 2.0316, 1.3027)  0.119
H (0.4060, 3.0835, 1.8891)  0.120
H (-4.5373, -0.3823, -2.3610)  0.122
H (-6.5000, 0.2817, -3.6885)  0.096
H (-8.7932, 2.5506, -5.2639)  0.086
H (-8.3604, 1.6186, -3.8092)  0.092
H (-7.8172, 1.0751, -5.4143)  0.090
H (-4.9434, 4.2562, -3.9837)  0.114
H (-2.9645, 3.5610, -2.6344)  0.126
C (1.2372, 4.2371, -2.5750)  -0.002
C (1.0100, 3.3041, -1.4116)  -0.701
O (1.9364, 2.4906, -1.1098)  -0.072
O (-0.0880, 3.2960, -0.8049)  -0.034
H (2.1837, 4.7644, -2.4510)  0.074
H (0.4186, 4.9467, -2.6731)  0.071
H (1.3123, 3.6361, -3.4833)  0.078

Atoms 1-6, force components in eV/Å:
-0.03 0.15 0.24
0.00 0.03 0.03
0.00 -0.05 -0.05
-0.01 -0.01 0.00
-0.04 0.00 0.04
0.03 0.07 0.02



Entry 2:
Computed, not measured: one molecule with the formula FH2PS in a non-equilibrium geometry, with ωB97M-V with the def2-TZVPD basis set.

Computed properties:
- E_tot: -22872.619 eV
- Energy above the lowest of the compared OMol25 structures with the same formula, charge and spin: 171.05 kJ/mol
- HOMO energy: -9.24 eV
- SMILES: FSP
- Spin multiplicity: 1
- Orbital gap: 9.3834 eV

Each line ends with the Löwdin charge.
Atoms and positions in Å:
F (-1.2073, 3.2325, -0.1668)  -0.593
S (0.1623, 2.3930, 0.1322)  0.446
P (-0.6496, 0.3096, 0.6484)  0.506
H (0.6306, -0.1737, 0.8862)  -0.176
H (-0.6516, -0.1241, -0.6776)  -0.183

Force components x, y, z for each atom (eV/Å):
0.07 -0.36 0.21
-0.38 -1.34 0.29
-0.33 1.98 -0.24
0.62 -0.02 0.11
0.02 -0.27 -0.37



Entry 3:
Computed, not measured: a 2-piece molecular cluster, C3H9NS2 overall in a non-equilibrium geometry, with ωB97M-V with the def2-TZVPD basis set.

Computed properties:
- E_tot: -26415.734 eV
- Energy above the lowest of the compared OMol25 structures with the same formula, charge and spin: 187.48 kJ/mol
- HOMO energy: -8.05 eV
- SMILES: C=CN.CSS
- Spin multiplicity: 1
- Orbital gap: 8.5685 eV

Each line ends with the Löwdin charge.
Atoms and positions in Å:
C (0.0131, -1.0225, -2.7056)  -0.048
C (-0.6947, -1.2068, -1.5668)  -0.306
N (-1.9496, -0.6481, -1.3777)  0.046
H (-0.3201, -0.9400, -3.7308)  0.034
H (1.0865, -0.8566, -2.5729)  0.033
H (-0.3154, -1.8297, -0.7662)  0.097
H (-2.3116, -0.0014, -2.0491)  0.079
H (-2.6710, -1.1899, -0.9386)  0.077
C (1.8200, 0.7998, 2.5444)  -0.443
S (0.0640, 0.8074, 3.1894)  0.319
S (-0.9334, 2.0160, 1.7646)  0.263
H (2.2039, 1.7770, 2.2978)  0.026
H (1.7676, 0.1279, 1.6953)  0.015
H (2.3421, 0.4770, 3.4502)  0.022
H (-0.1015, 1.6900, 0.7661)  -0.215

Atoms 1-6, force components in eV/Å:
1.19 0.08 0.75
-0.62 0.62 -1.42
-0.17 -0.95 0.32
-0.68 0.85 0.29
-0.05 -1.13 -0.26
0.22 0.66 0.52



Entry 4:
Computed, not measured: C5H10O2 as an isolated structure in a non-equilibrium geometry, with ωB97M-V with the def2-TZVPD basis set.

Computed properties:
- E_tot: -9438.841 eV
- Energy above the lowest of the compared OMol25 structures with the same formula, charge and spin: 405.45 kJ/mol
- HOMO energy: -9.55 eV
- Spin multiplicity: 1
- Orbital gap: 9.7321 eV

Each line ends with the Löwdin charge.
Atoms and positions in Å:
C (1.4062, 0.4683, -0.3566)  -0.074
C (0.1433, 0.1422, -1.2513)  -0.432
O (0.0787, -1.2216, -1.6698)  -0.049
C (-1.1422, 0.5063, -0.5024)  -0.139
C (-1.0205, 0.1633, 1.0104)  -0.128
C (0.0786, -0.7665, 1.4626)  -0.281
O (1.0399, -0.5262, 2.1703)  0.011
H (1.4841, 1.5539, -0.3987)  0.055
H (1.4869, 0.2682, 1.0378)  0.163
H (2.2413, 0.0357, -0.9380)  0.068
H (0.0833, 0.6699, -2.2177)  0.138
H (0.3534, -1.7500, -0.9167)  0.065
H (-1.3338, 1.5822, -0.5775)  0.115
H (-1.9883, -0.0134, -0.9707)  0.115
H (-1.9254, -0.3537, 1.3296)  0.121
H (-0.9173, 1.0501, 1.6309)  0.120
H (-0.0684, -1.8087, 1.1578)  0.131

Atoms 1-6, force components in eV/Å:
0.38 0.43 0.92
-0.36 0.15 0.75
0.27 -0.13 0.35
0.21 -0.14 0.44
0.18 0.13 0.40
-0.80 -1.00 0.71